[1]
Molecular formula: C32H43Cl4F21O14
Method: DFT, ωB97M-V/def2-TZVPD

Geometry as XYZ:
```
114
Properties=species:S:1:pos:R:3:forces:R:3:lowdin_charge:R:1
Cl -4.58863 -5.90574 -4.40908 -0.33 -0.57 0.42 0.559
Cl 1.70030 8.71607 3.27479 -0.79 0.52 -0.02 0.467
Cl 0.11359 9.69500 6.35732 0.47 0.48 0.33 0.553
Cl -1.19848 -3.40606 -5.45757 -0.10 0.13 -0.37 0.548
F -4.55217 -3.00992 -0.12421 2.01 0.19 -1.01 0.175
F -5.98473 2.47762 4.40795 -0.75 0.23 0.37 0.166
F 8.78784 5.45000 -7.29421 -0.11 -0.75 0.40 0.164
F -7.70151 1.39082 5.28800 0.33 0.76 -1.47 0.119
F -1.32088 4.80994 0.19364 -0.07 0.16 -0.09 0.168
F 5.92599 -0.05034 -3.89925 -0.08 0.36 -0.26 0.185
F 7.85868 -0.25015 -4.93897 -0.35 0.52 -0.28 0.165
F 8.28523 4.73212 -5.28534 0.24 -0.12 -0.75 0.150
F 0.91703 -4.93367 9.29505 -0.45 -0.88 0.21 0.183
F -2.77006 3.25991 0.43154 -2.12 -0.47 -0.04 0.226
F 2.63296 -6.62242 -2.49697 0.08 -0.63 -0.38 0.166
F 2.99656 -7.00342 -0.44440 -0.08 -0.56 0.04 0.168
F -6.53633 -3.50737 -0.03499 -2.63 -0.94 -0.77 0.218
F -1.22678 3.53083 1.91550 -0.20 -0.15 0.34 0.171
F 6.86487 -1.96137 -4.15968 0.02 -0.14 0.53 0.169
F 2.83257 -4.04122 9.70719 -0.76 0.02 0.58 0.137
F 3.60229 -8.50640 -1.88262 1.62 -0.21 -0.55 0.201
F 1.23615 -3.96529 11.22341 0.06 -0.27 0.10 0.199
F -5.59849 -2.63384 1.63068 -0.43 0.67 2.01 0.209
F 8.79565 3.28449 -6.84056 0.18 0.58 -0.01 0.169
F -7.09574 3.15835 6.16861 0.71 1.64 0.77 0.197
O -9.38441 3.34925 4.22080 2.36 -0.34 0.00 0.150
O -0.27788 1.35515 0.31623 -0.53 2.89 0.79 -0.013
O 6.40560 4.17184 -8.24300 1.14 0.69 3.82 0.122
O -7.56004 4.35867 3.32629 0.98 -0.93 0.68 0.013
O -7.02659 -0.94966 -1.03832 1.68 -3.03 2.30 0.015
O 0.37118 -2.68239 8.07292 2.06 -0.18 3.27 -0.007
O -5.19390 -0.17543 0.18361 -3.03 -4.04 -1.50 0.100
O 9.14185 -0.05101 -2.73137 -2.76 -0.68 -0.65 0.024
O -0.36849 2.84322 -1.42810 -0.80 -0.33 3.88 0.101
O 1.35078 -1.54366 9.96647 -1.65 -3.99 -3.29 0.106
O 0.49917 -7.89836 -0.82611 -0.23 -0.30 0.08 0.174
O 7.22033 -0.55012 -1.50953 2.25 0.45 -3.81 0.117
O 5.79447 4.45574 -6.02309 1.87 0.39 -1.12 0.002
O 1.26078 -9.49127 -2.26244 0.55 1.09 0.43 0.017
C 10.00528 -0.02444 -1.61983 0.67 -0.90 1.81 -0.243
C 0.13837 -11.21664 -0.88859 -0.28 0.79 0.68 -0.057
C -3.73386 -4.61583 -5.24127 1.38 -0.07 -0.14 -0.651
C -2.23508 -4.67328 -4.80382 -0.51 -0.46 1.30 -0.705
C -1.54155 3.57167 0.62475 3.32 -0.74 -0.56 -0.606
C -8.17027 3.43594 4.11374 -2.84 2.03 -1.27 -0.334
C 7.83242 -0.41081 -2.59570 -0.57 -0.23 4.41 -0.281
C 7.09536 -0.66500 -3.92719 0.87 -0.24 -0.18 -0.569
C 0.02594 9.44292 3.60388 1.62 -0.34 0.57 -0.566
C -0.06780 -1.44622 7.50148 -0.42 0.28 -0.66 -0.234
C 3.58348 4.87771 -5.12201 0.05 -1.09 -0.04 -0.069
C -0.95284 -1.81809 6.33718 -0.49 -0.55 0.39 -0.071
C 1.48644 -3.93604 9.93373 0.84 0.97 -1.76 -0.574
C 1.04432 -2.58499 9.31351 0.17 4.05 0.84 -0.243
C -5.95157 -1.11696 -0.19387 1.14 3.98 0.71 -0.233
C -0.01551 -0.95870 0.14960 -0.81 -0.18 1.20 -0.068
C 0.05945 -10.26301 -2.14187 -0.26 -2.44 0.85 -0.178
C -0.46305 8.83885 4.93113 -0.79 0.12 -0.78 -0.694
C 8.19759 4.45757 -6.60360 -0.91 0.01 0.51 -0.526
C -7.19346 2.63757 4.97560 -0.15 -2.60 0.28 -0.529
C -7.43572 6.48181 2.10345 0.99 -0.80 0.75 -0.063
C -8.30533 5.32667 2.56248 -1.29 0.37 -0.20 -0.211
C -5.71060 -2.59874 0.34036 0.98 1.34 -1.01 -0.652
C 2.69304 -7.61806 -1.59489 -0.55 0.54 0.30 -0.575
C 11.24910 -0.73215 -2.03476 1.94 0.55 -0.21 -0.078
C -7.27504 0.27854 -1.58901 0.73 3.01 -1.75 -0.245
C 1.36698 -8.36818 -1.50008 -1.77 -0.26 -0.21 -0.366
C 0.36140 0.35816 -0.49835 -0.72 -0.93 -0.74 -0.205
C -0.61975 2.57811 -0.23474 1.10 -1.40 -3.74 -0.257
C 4.45658 4.84714 -6.38483 -0.99 0.15 1.15 -0.203
C 6.70646 4.34492 -7.04679 -2.54 -0.34 -2.61 -0.295
C -6.14753 0.73395 -2.56781 -0.91 0.26 0.09 -0.052
H 0.75084 -0.85542 7.09053 0.32 0.03 0.72 0.129
H 4.41826 5.87690 -6.74008 0.56 -0.25 -0.75 0.128
H 9.76584 -0.59359 -0.72159 -1.58 -0.20 -0.26 0.124
H 0.18756 10.51502 3.71608 -0.01 -0.11 0.03 0.055
H -1.85487 -2.24665 6.77396 -0.26 0.01 -0.37 0.079
H -0.15953 7.80472 5.09402 -0.23 0.09 -0.47 0.056
H -1.54531 8.95823 4.98182 -0.03 -0.34 -0.11 0.062
H 3.94783 5.44809 -4.26760 0.27 0.19 -0.35 0.080
H -2.13186 -4.62379 -3.71985 -0.63 0.78 0.18 0.055
H -7.43184 1.07254 -0.85890 0.34 -0.19 0.51 0.124
H 10.10482 0.97478 -1.19587 0.30 0.28 -0.75 0.135
H -0.76821 -11.74761 -0.59826 -0.52 0.26 -0.72 0.072
H -4.23637 -3.68997 -4.96133 0.40 0.04 -0.14 0.065
H -5.91827 -0.02958 -3.31115 0.25 -0.28 0.35 0.078
H -9.11600 5.70259 3.18666 -0.13 -0.22 -0.03 0.125
H -6.90899 6.84112 2.98750 0.19 0.25 -0.13 0.080
H 11.17102 -1.80231 -2.22648 -0.70 0.16 -0.39 0.088
H -0.14833 0.42865 -1.45924 0.50 -0.06 -0.27 0.120
H -8.71563 4.85244 1.67093 -0.22 -0.34 0.25 0.127
H -0.54350 9.28250 2.68841 -0.25 -0.42 0.47 0.066
H -5.27133 1.12182 -2.04827 0.00 -0.40 -0.07 0.068
H -3.84931 -4.82414 -6.30493 0.13 0.30 0.07 0.065
H 2.58597 5.22862 -5.38648 0.07 0.17 -0.10 0.079
H -0.66677 -0.92951 8.25139 0.42 0.38 -0.02 0.129
H -8.22300 0.27525 -2.12703 0.05 -0.78 -0.02 0.124
H -1.20489 -0.95089 5.72682 0.02 -0.06 0.08 0.083
H -0.49797 -2.59807 5.72659 0.13 0.18 -0.10 0.083
H 0.86401 -12.02738 -0.95387 0.34 0.36 -0.56 0.073
H -1.73880 -5.64147 -4.87025 -0.34 -0.14 -1.29 0.064
H 1.44243 0.44382 -0.60849 -0.11 0.69 0.14 0.130
H 0.04019 -11.00117 -2.94364 0.54 0.52 -0.54 0.114
H 0.36581 -1.09414 1.16172 0.51 0.37 0.01 0.075
H -7.95655 7.32455 1.64890 -0.33 -0.37 0.04 0.084
H 0.35553 -10.68438 0.03749 0.26 0.36 -0.12 0.068
H 11.97960 -0.73142 -1.22577 -0.01 0.38 0.27 0.082
H -0.86794 -9.71021 -2.29177 0.30 0.47 0.69 0.123
H 11.73935 -0.21500 -2.85957 0.00 -0.29 -0.25 0.082
H -6.70581 6.07358 1.40439 0.15 0.32 -0.06 0.078
H 0.19517 -1.90911 -0.34075 0.14 0.46 -0.61 0.082
H 3.44492 3.85142 -4.78193 0.00 -0.05 0.20 0.074
H 4.03119 4.10398 -7.05926 0.17 0.39 -0.32 0.126
H -6.53526 1.54865 -3.17939 -0.14 0.22 0.15 0.072
H -1.08597 -0.88778 0.34242 -0.22 -0.32 -0.31 0.076
```
Forces are in eV/Å.

Energy above the lowest of the compared OMol25 structures with the same formula, charge and spin: 463.7 kJ/mol
Gap between HOMO and LUMO: 10.895 eV
DFT total energy: -169701.4227 eV

***

[2]
Molecular formula: C32H43F21O17
Method: DFT, ωB97M-V/def2-TZVPD

Geometry as XYZ:
```
113
Properties=species:S:1:pos:R:3:forces:R:3:lowdin_charge:R:1
F 6.85418 -1.40979 -4.31666 -1.21 0.60 0.72 0.144
F 5.78597 -1.30438 -2.39276 -0.17 -0.97 0.40 0.186
F -7.98378 -1.70802 0.74208 0.79 0.35 0.34 0.163
F -4.84863 0.25688 7.35609 0.29 0.62 0.58 0.167
F -6.62249 1.39982 6.81643 -1.07 1.70 1.08 0.214
F 2.59826 2.22660 -1.99821 0.07 -0.15 0.38 0.149
F 1.61010 0.41558 -2.52782 -0.52 -0.92 -0.76 0.195
F 6.36607 1.61077 2.46134 0.63 -0.18 0.41 0.185
F 5.79478 0.50675 0.67524 -0.27 0.99 0.39 0.156
F 3.25633 2.88107 -6.89642 -0.27 0.12 0.80 0.149
F -7.04225 0.24382 0.90474 -0.14 0.33 -0.17 0.192
F 3.52524 3.80301 -4.94525 0.04 -1.38 -0.11 0.147
F 3.43132 0.35440 -1.38383 0.72 -0.80 0.36 0.218
F 5.06673 2.56510 1.08226 -0.13 -0.13 -0.61 0.170
F 3.70828 1.55900 -5.28246 0.55 0.48 0.69 0.175
F 2.42599 -4.30380 0.79846 -0.68 -0.56 -0.66 0.154
F 1.57402 -3.03750 -0.69947 -0.98 -0.22 0.52 0.146
F -7.42178 -0.92239 2.69398 0.30 -0.09 -0.60 0.156
F 4.75166 -0.68365 -4.18962 1.28 0.04 0.37 0.140
F 1.56316 -5.12769 -1.08310 -0.18 -0.28 0.81 0.176
F -6.30916 -0.52012 6.08726 -0.50 -1.20 -1.28 0.189
O 1.10466 3.03955 -4.10309 0.90 -0.94 -1.07 -0.026
O 1.67335 1.94233 0.58080 0.29 0.26 -0.70 0.165
O 0.60707 0.06574 -0.04718 1.80 0.62 -1.90 -0.001
O 5.85477 1.63857 -3.59634 -1.93 1.27 -1.41 0.040
O -2.42561 -1.61968 -3.17846 -0.29 -0.73 0.06 0.034
O 0.18576 -4.92875 1.82664 -0.61 0.33 -0.01 0.043
O 3.66603 1.71762 3.18446 0.25 -0.62 -0.52 0.019
O 3.93919 -0.45051 2.34079 0.27 4.17 0.20 0.119
O -5.44350 -2.57459 0.39348 -4.07 1.97 2.64 0.026
O 0.80045 1.88478 -6.08681 1.62 0.67 1.72 0.142
O -2.62835 0.37871 -2.26524 0.77 -0.95 0.23 -0.058
O -4.52551 -0.77309 -2.81298 3.17 -0.63 0.56 0.097
O -4.64556 -0.95626 1.79199 -3.50 -1.47 -0.98 0.108
O -5.44521 1.63245 4.13208 0.47 -0.34 2.15 0.161
O 7.66812 0.74558 -2.67490 -2.33 -0.70 -0.91 0.138
O -0.99350 -4.15024 0.06856 2.86 -0.34 0.80 0.111
O -3.58786 1.33315 5.47720 -2.25 -0.48 0.47 -0.008
C 1.52413 2.42963 -5.27366 -2.08 0.91 -0.34 -0.295
C 5.95637 -0.70754 -3.55287 0.08 -0.38 -0.74 -0.506
C -5.63553 -1.52324 1.28082 5.69 -0.60 -0.95 -0.249
C -5.70292 0.59859 6.39673 1.50 -0.44 -1.00 -0.615
C 1.40271 -4.23723 -0.09254 2.98 1.10 -0.80 -0.511
C 6.55857 0.65141 -3.20943 4.25 0.35 1.02 -0.411
C -0.66013 4.32491 -3.04664 1.28 -0.85 0.23 -0.047
C 2.62035 1.35637 4.12437 0.14 -0.18 0.08 -0.187
C -0.03240 -0.21661 1.18427 -2.60 -1.16 -0.17 -0.167
C -3.28953 -0.73756 -2.70849 -1.76 2.12 -0.64 -0.547
C -1.44475 -0.78059 0.76849 -0.26 0.54 0.66 -0.048
C 3.07784 2.68500 -5.56793 -1.80 0.29 -0.98 -0.498
C 1.47577 1.10859 -0.25585 -0.88 -1.57 2.42 -0.306
C -3.27199 1.47119 -1.64831 -1.12 0.22 -0.21 -0.045
C 6.26684 2.99350 -3.43361 -0.21 1.74 1.43 -0.162
C -0.27411 2.96933 -3.66407 -1.31 0.23 -0.64 -0.208
C -2.65186 2.10620 4.75641 0.94 0.62 -1.40 -0.215
C -1.07555 -5.28343 2.53762 0.72 -0.80 1.32 -0.150
C -7.05148 -0.98227 1.39577 -1.11 -0.53 0.48 -0.541
C 0.09554 -4.41299 0.60521 -4.91 0.04 0.17 -0.351
C -0.94993 -1.63755 -3.01847 -0.34 1.04 0.01 -0.151
C -2.08034 1.43009 3.50443 -0.41 -0.68 0.24 -0.065
C 4.18514 0.77522 2.38430 -0.66 -3.12 0.90 -0.339
C 2.30393 0.97869 -1.57377 -0.88 1.98 0.35 -0.572
C -0.65151 -6.00657 3.82485 -0.42 -0.91 0.06 -0.073
C -4.95084 1.29023 5.18278 1.88 -0.16 -1.68 -0.280
C 5.98949 3.45082 -1.97522 0.79 -0.24 -0.17 -0.042
C 5.37663 1.38494 1.61270 -0.35 -0.67 -0.34 -0.558
C 2.34699 2.50695 5.06259 0.33 0.89 -0.94 -0.059
C -0.24732 -1.34251 -4.37097 -0.60 -0.86 1.12 -0.033
C -4.33671 -4.00691 -1.10441 0.63 -0.56 0.02 -0.042
C -4.19963 -3.02463 0.04505 1.94 -0.06 -1.77 -0.263
H -0.73467 -2.59164 -2.53734 -0.04 -0.29 -0.65 0.113
H -2.86950 1.14804 2.80745 -0.01 -0.20 0.08 0.069
H -1.94516 -1.41047 1.50398 0.46 0.18 0.74 0.068
H -1.47671 -1.46726 -0.07742 0.64 0.50 -0.39 0.056
H 7.25529 3.23809 -3.82250 0.38 -0.83 0.46 0.132
H -0.62387 -2.01074 -5.14542 -0.06 0.09 -0.01 0.081
H -3.05126 3.07968 4.47193 -0.23 0.03 0.31 0.128
H -1.53017 0.55513 3.85062 -0.19 -0.37 -0.22 0.080
H -4.63306 -3.56128 -2.05398 -0.22 0.15 0.25 0.080
H -1.79798 2.21695 5.42479 -0.34 0.32 0.31 0.118
H 6.08844 4.53259 -1.88542 -0.31 0.08 -0.28 0.081
H 2.30011 3.41768 4.46554 -0.30 0.08 -0.22 0.082
H -1.51259 -6.10736 4.48552 -0.38 0.27 -0.15 0.077
H 4.99480 3.12614 -1.66982 -0.04 0.20 -0.15 0.062
H -1.72653 4.53552 -2.96580 0.10 -0.12 -0.48 0.079
H -3.66142 -2.16644 -0.35738 0.38 0.11 0.19 0.103
H -0.36699 -0.30411 -4.67998 0.02 -0.08 0.08 0.066
H 1.35407 2.37379 5.49210 0.30 -0.04 0.46 0.076
H -0.07533 5.07192 -3.58338 -0.46 0.37 0.16 0.084
H 1.71669 1.17140 3.54360 0.10 -0.36 -0.02 0.111
H 5.64432 3.65427 -4.03690 -0.47 -0.82 -0.27 0.101
H 3.15322 2.74851 5.75523 -0.24 -0.60 0.38 0.084
H 0.38641 -1.06140 1.73111 1.10 0.41 -0.16 0.125
H -0.46271 2.22025 -2.89503 0.73 -0.46 -0.16 0.099
H -0.28190 4.22984 -2.02880 0.07 0.68 0.15 0.072
H -1.70421 -5.92716 1.92239 0.32 0.12 -0.25 0.128
H -2.58592 2.31724 -1.68852 0.01 -0.15 -0.06 0.080
H -0.15979 0.65879 1.82110 0.33 -0.09 -0.20 0.081
H -3.57466 -3.47142 0.81828 -0.45 0.15 0.55 0.119
H -1.34878 2.00347 2.93508 -0.15 0.62 0.37 0.073
H -3.33476 -4.41284 -1.24379 0.17 0.04 -0.19 0.066
H -0.92619 2.69962 -4.49481 0.25 0.06 -0.24 0.122
H -0.64726 -0.91457 -2.26099 -0.22 0.27 -0.19 0.084
H -4.94046 -4.88644 -0.88079 -0.33 0.23 0.15 0.081
H -4.19923 1.70868 -2.16977 0.06 0.11 -0.20 0.099
H 0.09033 -5.52478 4.46176 0.21 0.23 -0.56 0.083
H -2.15096 0.04179 0.65430 0.05 -0.03 -0.50 0.054
H 0.80262 -1.59021 -4.21486 0.12 0.23 -0.13 0.075
H 2.95241 0.47954 4.68026 -0.19 -0.20 -0.26 0.131
H -0.38856 -7.05191 3.66293 0.51 0.13 -0.23 0.076
H 6.69219 3.07899 -1.22953 0.11 -0.41 -0.26 0.071
H -1.71081 -4.49624 2.94367 0.52 0.99 -1.07 0.120
H -3.57142 1.30574 -0.61338 0.29 -0.39 0.12 0.084
```
Forces are in eV/Å.

Energy above the lowest of the compared OMol25 structures with the same formula, charge and spin: 82.3 kJ/mol
Gap between HOMO and LUMO: 10.880 eV
DFT total energy: -125755.2754 eV